1.
This record from the Open Molecules 2025 dataset describes a molecular structure, C21H33F2N3OPtSi. The level of theory is the ωB97M-V functional and the def2-TZVPD basis.

Geometry as ORCA input:
```
! wB97M-V def2-TZVPD RIJCOSX def2/J DEFGRID3
* xyz 0 1
Pt -1.00 0.63 0.07
N -0.10 0.93 2.11
C 1.35 1.23 1.98
C 2.12 0.11 1.26
N 1.53 -0.16 -0.02
C 2.02 0.25 -1.31
C 1.14 1.37 -1.89
N -0.31 1.01 -1.91
H -0.60 1.73 2.48
H -0.26 0.15 2.74
H 1.80 1.42 2.95
H 1.41 2.15 1.39
H 2.04 -0.80 1.87
H 3.18 0.37 1.21
H 1.11 -1.08 -0.06
H 1.96 -0.61 -1.99
H 3.06 0.58 -1.30
H 1.49 1.62 -2.89
H 1.22 2.26 -1.27
H -0.49 0.20 -2.50
H -0.86 1.79 -2.26
C -3.97 -1.09 -1.38
C -3.71 -1.96 -0.13
C -4.76 -3.07 -0.05
C -3.88 -1.07 1.11
Si -1.94 -2.63 -0.14
O -0.82 -1.46 -0.13
C -1.73 -3.69 1.40
C -1.18 -3.13 2.56
C -1.06 -3.85 3.74
C -1.49 -5.17 3.78
C -2.03 -5.76 2.64
C -2.14 -5.02 1.47
C -1.61 -3.81 -1.58
C -2.49 -4.15 -2.61
C -2.13 -5.04 -3.62
C -0.86 -5.61 -3.62
C 0.03 -5.29 -2.61
C -0.34 -4.40 -1.61
H -4.98 -0.69 -1.36
H -3.84 -1.64 -2.31
H -3.28 -0.24 -1.41
H -5.77 -2.64 -0.05
H -4.65 -3.65 0.87
H -4.71 -3.78 -0.88
H -4.89 -0.66 1.15
H -3.20 -0.22 1.11
H -3.71 -1.63 2.03
H -0.84 -2.10 2.52
H -0.63 -3.39 4.62
H -1.40 -5.74 4.70
H -2.35 -6.79 2.67
H -2.55 -5.50 0.59
H -3.48 -3.72 -2.65
H -2.83 -5.29 -4.40
H -0.58 -6.31 -4.39
H 1.02 -5.73 -2.59
H 0.37 -4.16 -0.82
F -2.01 2.89 1.34
C -1.31 2.53 0.18
F -2.11 2.98 -0.87
H -0.43 3.20 0.17
*
```

## Properties
LUMO energy: 0.293 eV
orbital gap: 7.96 eV

2.
This record from the Open Molecules 2025 dataset describes a molecular structure, C41H57HfN6O9. The level of theory is the ωB97M-V functional and the def2-TZVPD basis.

Geometry as ORCA input:
```
! wB97M-V def2-TZVPD RIJCOSX def2/J DEFGRID3
* xyz 1 1
Hf -1.89 -5.86 -4.59
C -1.09 -1.83 -1.61
C -1.10 -1.30 -3.05
C -0.03 -0.09 -3.00
C 0.33 0.36 -4.46
C 0.96 -0.79 -5.16
C 0.05 -2.01 -5.35
N -0.60 -2.37 -4.00
O -1.45 -3.54 -4.03
C 0.97 -3.21 -5.92
C -1.07 -1.67 -6.42
C -2.58 -0.76 -3.34
H -0.14 -2.32 -1.39
H -1.72 -2.71 -1.53
H -1.34 -1.06 -0.88
H 0.85 -0.22 -2.37
H -0.64 0.73 -2.61
H 1.06 1.17 -4.51
H -0.56 0.80 -4.90
H 1.90 -1.10 -4.69
H 1.29 -0.34 -6.10
H 0.49 -4.13 -6.25
H 1.74 -3.55 -5.22
H 1.46 -2.67 -6.72
H -0.64 -1.64 -7.42
H -1.47 -0.66 -6.35
H -1.89 -2.39 -6.46
H -2.86 -0.78 -4.39
H -2.65 0.22 -2.87
H -3.29 -1.49 -2.94
C -2.17 -8.95 -7.66
C -3.39 -8.27 -7.11
C -4.39 -9.37 -6.62
O -3.05 -7.28 -6.18
H -1.81 -8.24 -8.40
H -2.57 -9.71 -8.33
H -1.39 -9.30 -6.99
H -3.94 -7.69 -7.86
H -5.41 -9.05 -6.44
H -4.00 -9.88 -5.74
H -4.56 -10.10 -7.41
C 1.54 -7.81 -6.94
C 1.38 -7.50 -5.43
C 2.73 -6.97 -4.90
O 0.27 -6.70 -5.11
H 2.10 -8.69 -7.25
H 1.89 -6.94 -7.49
H 0.51 -8.05 -7.24
H 1.12 -8.46 -4.98
H 3.57 -7.64 -5.09
H 2.71 -6.84 -3.82
H 3.06 -6.08 -5.45
N 2.55 -9.79 -2.10
C 2.54 -8.96 -1.08
C 2.23 -9.59 0.11
C 2.42 -10.97 -0.08
C 2.56 -11.03 -1.46
H 2.73 -9.68 -3.09
H 2.71 -7.93 -1.35
H 2.12 -8.96 0.98
H 2.60 -11.75 0.64
H 2.75 -11.97 -1.96
N 3.10 -11.25 -7.55
C 2.62 -12.54 -7.75
C 2.75 -13.24 -6.57
C 2.98 -12.27 -5.56
C 3.39 -11.21 -6.22
H 3.51 -10.56 -8.16
H 2.27 -12.94 -8.69
H 2.53 -14.29 -6.44
H 3.02 -12.29 -4.48
H 3.79 -10.23 -5.97
C 0.04 -12.95 -4.11
C -0.19 -12.75 -2.76
C -0.52 -11.48 -2.28
C -0.73 -10.38 -3.15
C -0.49 -10.62 -4.51
C -0.19 -11.87 -5.02
N -1.04 -9.04 -2.63
O -1.43 -8.21 -3.46
O -1.12 -8.90 -1.38
H 0.40 -13.93 -4.39
H 0.01 -13.50 -2.01
H -0.37 -11.39 -1.21
H -0.45 -9.75 -5.15
H 0.07 -11.88 -6.07
C -1.19 -6.90 -11.80
C -2.43 -6.87 -11.24
C -2.61 -6.12 -10.10
C -1.50 -5.55 -9.42
C -0.21 -5.84 -9.91
C -0.07 -6.39 -11.20
N -1.77 -4.83 -8.17
O -2.72 -4.07 -8.15
O -1.24 -5.31 -7.15
H -0.97 -7.25 -12.80
H -3.27 -7.29 -11.76
H -3.62 -5.89 -9.79
H 0.57 -5.50 -9.25
H 0.88 -6.55 -11.69
C 4.02 -4.39 -0.96
C 3.45 -4.40 -2.23
C 2.06 -4.75 -2.36
C 1.25 -5.04 -1.23
C 1.85 -5.09 -0.02
C 3.24 -4.75 0.12
N -0.09 -5.59 -1.42
O -0.78 -5.59 -0.36
O -0.47 -5.96 -2.49
H 5.06 -4.09 -0.95
H 3.94 -4.08 -3.13
H 1.57 -4.84 -3.32
H 1.26 -5.43 0.82
H 3.74 -4.65 1.07
*
```

## Properties
LUMO energy: -4.713 eV
orbital gap: 5.13 eV

3.
This record from the Open Molecules 2025 dataset describes 5 unconnected molecules or ions with the total composition C20H35N5. The level of theory is the ωB97M-V functional and the def2-TZVPD basis.

Geometry as ORCA input:
```
! wB97M-V def2-TZVPD RIJCOSX def2/J DEFGRID3
* xyz 0 1
C 3.43 -2.08 1.75
C 4.48 -2.60 2.75
C 4.43 -1.88 4.03
C 5.45 -2.32 5.06
N 6.16 -2.62 5.86
H 3.13 -2.90 1.09
H 3.76 -1.17 1.26
H 2.46 -1.90 2.22
H 5.50 -2.57 2.38
H 4.24 -3.60 3.11
H 3.46 -1.96 4.51
H 4.71 -0.83 4.00
C -2.11 1.43 -8.84
C -1.25 1.25 -7.60
C -1.76 1.91 -6.30
C -0.79 1.99 -5.21
N -0.02 2.06 -4.35
H -1.40 1.39 -9.67
H -2.60 2.40 -8.90
H -2.88 0.69 -9.04
H -0.32 1.81 -7.69
H -1.02 0.20 -7.39
H -2.72 1.52 -5.95
H -1.87 2.95 -6.58
C -2.09 -1.80 2.33
C -3.51 -1.91 2.98
C -4.54 -0.99 2.28
C -4.14 0.00 1.32
N -3.79 0.74 0.60
H -1.39 -2.52 2.76
H -1.58 -0.84 2.27
H -1.89 -2.13 1.31
H -3.39 -1.59 4.01
H -3.79 -2.96 3.00
H -5.44 -0.59 2.75
H -5.06 -1.71 1.65
C 0.35 -0.73 -0.52
C 0.96 0.45 -1.17
C 2.06 0.17 -2.19
C 3.00 -0.90 -1.89
N 3.76 -1.74 -1.63
H -0.10 -0.58 0.47
H 1.06 -1.56 -0.54
H -0.48 -1.04 -1.14
H 1.43 0.96 -0.33
H 0.30 1.18 -1.64
H 2.73 1.01 -2.40
H 1.57 -0.21 -3.09
C 0.62 1.53 3.31
C -0.22 2.78 3.11
C -1.67 2.55 2.75
C -2.50 1.96 3.75
N -3.20 1.45 4.54
H 1.67 1.79 3.21
H 0.26 0.69 2.72
H 0.47 1.20 4.34
H 0.04 3.43 2.28
H -0.18 3.34 4.04
H -1.65 1.91 1.86
H -2.13 3.48 2.41
*
```

## Properties
LUMO energy: 0.523 eV
orbital gap: 11.65 eV

4.
This record from the Open Molecules 2025 dataset describes 2 unconnected molecules or ions with the total composition C3H4ClIN2. The level of theory is the ωB97M-V functional and the def2-TZVPD basis.

Geometry as ORCA input:
```
! wB97M-V def2-TZVPD RIJCOSX def2/J DEFGRID3
* xyz 0 1
C -1.28 -0.23 -0.48
C -0.30 -1.08 0.18
C 0.56 -0.01 0.87
N -0.98 0.99 -0.33
N 0.12 1.16 0.51
Cl 1.82 -0.41 1.83
I -1.18 -2.53 1.41
H -2.13 -0.51 -0.91
H 1.72 2.09 -1.59
H 0.34 -1.72 -0.52
H 1.31 2.26 -0.97
*
```

## Properties
LUMO energy: -0.714 eV
orbital gap: 9.23 eV

5.
This record from the Open Molecules 2025 dataset describes a single C3H4ClN3 molecule. The level of theory is the ωB97M-V functional and the def2-TZVPD basis.

Geometry as ORCA input:
```
! wB97M-V def2-TZVPD RIJCOSX def2/J DEFGRID3
* xyz 0 1
C 0.03 0.12 1.04
C -0.24 1.13 0.19
C 0.47 -1.27 0.52
N -0.27 -1.40 -0.81
N -0.50 -0.44 -1.54
N -0.12 0.89 -1.23
Cl -0.60 2.13 -2.35
H 0.13 0.07 2.13
H -0.60 2.20 0.46
H 1.49 -1.31 0.43
H 0.21 -2.13 1.18
*
```

## Properties
LUMO energy: 0.369 eV
orbital gap: 9.29 eV

6.
This record from the Open Molecules 2025 dataset describes a molecular structure, C42H52F3N6PbS3Si4. The level of theory is the ωB97M-V functional and the def2-TZVPD basis.

Geometry as ORCA input:
```
! wB97M-V def2-TZVPD RIJCOSX def2/J DEFGRID3
* xyz 1 1
Pb -0.50 0.21 -0.53
N 2.09 1.14 -2.78
N 2.76 0.05 -3.34
C 2.69 -1.18 -2.81
N 3.36 -2.12 -3.50
S 1.86 -1.61 -1.41
H 1.30 1.40 -3.36
H 2.73 1.91 -2.68
H 3.13 0.15 -4.28
H 3.99 -1.90 -4.24
H 3.39 -3.05 -3.11
S 2.01 -1.62 5.13
C 3.11 -2.34 6.21
C 3.33 -3.65 5.92
C 2.59 -4.07 4.78
C 1.82 -3.08 4.24
C 0.95 -3.18 3.06
C 0.67 -2.07 2.24
N -0.06 -2.11 1.15
C -0.60 -3.29 0.79
C -0.43 -4.46 1.56
C -1.10 -5.67 1.18
C -1.92 -5.70 0.12
C -2.13 -4.52 -0.69
C -3.02 -4.51 -1.76
C -3.22 -3.36 -2.48
C -2.44 -2.24 -2.11
N -1.57 -2.23 -1.13
C -1.44 -3.34 -0.38
C -4.18 -3.26 -3.59
C -5.12 -4.17 -3.97
C -5.89 -3.74 -5.09
C -5.51 -2.51 -5.53
S -4.23 -1.86 -4.60
C 0.37 -4.38 2.70
H 3.53 -1.76 7.02
H 3.99 -4.29 6.48
H 2.64 -5.07 4.37
H 1.08 -1.10 2.50
H -0.96 -6.55 1.80
H -2.46 -6.60 -0.15
H -3.56 -5.42 -2.01
H -2.56 -1.31 -2.65
H -5.27 -5.11 -3.47
H -6.68 -4.32 -5.53
H -5.92 -1.94 -6.35
H 0.51 -5.26 3.31
C -3.35 4.08 -0.49
C -3.84 4.09 -1.78
C -3.25 3.27 -2.73
C -2.19 2.46 -2.36
N -1.72 2.46 -1.11
C -2.29 3.25 -0.20
C -1.55 1.48 -3.28
C -1.67 1.66 -4.66
C -1.15 0.73 -5.54
C -0.53 -0.41 -5.04
C -0.39 -0.58 -3.67
C -0.88 0.37 -2.77
H -3.79 4.70 0.29
H -4.68 4.72 -2.05
H -3.64 3.24 -3.74
H -1.88 3.20 0.80
H -2.15 2.54 -5.05
H -1.24 0.88 -6.61
H -0.15 -1.17 -5.71
H 0.08 -1.47 -3.29
F -2.85 0.97 1.38
C -2.68 0.07 0.37
F -3.63 0.38 -0.56
F -3.06 -1.12 0.89
C 4.42 1.23 -0.07
Si 3.37 0.74 1.40
C 4.17 1.60 2.87
C 3.67 -1.09 1.70
Si 1.11 1.68 1.21
Si 1.41 3.94 0.42
C 2.36 4.15 -1.19
C 2.42 4.64 1.85
C 0.00 5.15 0.21
Si -0.16 1.81 3.27
C -1.44 3.19 3.21
C 1.02 2.28 4.65
C -1.05 0.25 3.81
H 5.45 0.94 0.16
H 4.43 2.31 -0.24
H 4.14 0.72 -0.99
H 5.05 1.02 3.16
H 3.53 1.67 3.74
H 4.52 2.60 2.62
H 4.69 -1.29 1.35
H 3.01 -1.76 1.18
H 3.64 -1.32 2.77
H 3.26 3.54 -1.28
H 2.68 5.20 -1.24
H 1.71 3.97 -2.05
H 3.27 4.03 2.14
H 1.78 4.76 2.73
H 2.79 5.63 1.58
H -0.56 4.99 -0.71
H 0.47 6.13 0.15
H -0.70 5.17 1.04
H -1.08 4.09 2.70
H -1.65 3.47 4.24
H -2.37 2.86 2.75
H 1.51 3.24 4.48
H 1.79 1.54 4.82
H 0.44 2.37 5.57
H -1.63 -0.22 3.01
H -1.75 0.54 4.59
H -0.38 -0.49 4.23
*
```

## Properties
LUMO energy: -2.668 eV
orbital gap: 7.38 eV

7.
This record from the Open Molecules 2025 dataset describes a molecular structure, C6H8CsO3. The level of theory is the ωB97M-V functional and the def2-TZVPD basis.

Geometry as ORCA input:
```
! wB97M-V def2-TZVPD RIJCOSX def2/J DEFGRID3
* xyz 1 1
Cs 1.84 -3.26 -2.68
O 0.01 -2.28 -0.04
C -0.84 -1.45 -0.38
O -1.98 -1.48 0.34
C -2.55 -0.22 0.65
C -1.45 0.67 1.21
H -3.33 -0.35 1.41
H -2.94 0.20 -0.29
H -1.80 1.69 1.38
H -0.94 0.22 2.06
O -0.48 0.74 0.13
C 0.81 0.88 0.31
C 1.59 1.07 -0.85
C 2.89 0.66 -0.90
H 1.23 0.37 1.19
H 1.11 1.53 -1.72
H 3.30 0.01 -0.12
H 3.54 0.99 -1.70
*
```

## Properties
LUMO energy (spin up / spin down): -3.487 / -4.028 eV
orbital gap (spin up / spin down): 8.71 / 6.07 eV

8.
This record from the Open Molecules 2025 dataset describes a single C6H11N2P molecule. The level of theory is the ωB97M-V functional and the def2-TZVPD basis.

Geometry as ORCA input:
```
! wB97M-V def2-TZVPD RIJCOSX def2/J DEFGRID3
* xyz 0 1
C 0.55 1.39 -0.04
C 0.77 0.96 1.24
C -0.31 -1.53 -0.18
C 1.34 1.92 2.26
C -0.78 -2.91 -0.46
C -0.50 1.11 -2.62
N 0.73 -0.28 1.66
N 0.22 -1.36 1.00
P -0.72 1.93 -0.99
H 1.72 1.35 3.11
H 2.14 2.51 1.82
H 0.56 2.60 2.59
H -0.37 -3.25 -1.41
H -0.52 -3.64 0.32
H -1.86 -2.89 -0.57
H -0.56 0.03 -2.45
H 0.49 1.36 -3.01
H -1.26 1.43 -3.32
H 0.33 -2.15 1.65
H -1.95 1.40 -0.59
*
```

## Properties
LUMO energy (spin up / spin down): -0.639 / -0.638 eV
orbital gap (spin up / spin down): 7.28 / 7.28 eV

9.
This record from the Open Molecules 2025 dataset describes a gas-phase ion, C6H10O (charge -1). The level of theory is the ωB97M-V functional and the def2-TZVPD basis.

Geometry as ORCA input:
```
! wB97M-V def2-TZVPD RIJCOSX def2/J DEFGRID3
* xyz -1 2
O -2.72 -0.79 -0.81
C -2.05 -0.06 0.00
C -0.95 0.85 -0.54
C 0.12 1.27 0.47
C 0.88 0.07 1.02
C 2.91 -0.69 -0.24
C 1.62 -0.78 0.03
H -1.86 -0.34 1.05
H -1.41 1.66 -1.11
H -0.45 0.26 -1.33
H 0.84 1.93 -0.01
H -0.36 1.82 1.28
H 0.22 -0.59 1.59
H 1.60 0.42 1.78
H 3.51 0.03 0.29
H 3.45 -1.43 -0.82
H 0.94 -1.47 -0.47
*
```

## Properties
LUMO energy (spin up / spin down): 3.726 / 3.708 eV
<S²>: 0.75
orbital gap (spin up / spin down): 3.40 / 6.68 eV

Calculated energy relative to the best compared isomer or geometry (same formula, charge and spin) in order - 1.042, 3.615, 2.556, 1.054, 4.322, 1.025, 3.346, 4.349, 0.253 eV